Entry 1:
C27H42Cl4NO2Si4Yb | wB97M-V/def2-TZVPD

Values from the calculation:
* <S²>: 0.751
* energy above the lowest of the compared OMol25 structures with the same formula, charge and spin: 0.0 kcal per mole
* HOMO level (alpha / beta): 0.76 / 0.77 eV
* orbital gap (alpha / beta): 3.2 / 3.2 eV
* 2S+1: 2
* net charge: -2

Each line ends with the Mulliken charge.
Positions of all 81 atoms, in Å:
1 Yb 0.69486 1.15881 0.58844  -0.356
2 Cl -1.17620 -2.84510 5.80096  -0.272
3 C -1.22765 -1.83625 4.39961  0.253
4 C -2.43129 -1.42243 3.87322  0.327
5 Cl -3.91683 -1.92344 4.59969  -0.268
6 C -2.44251 -0.59634 2.74911  0.300
7 Cl -3.95857 -0.09592 2.07667  -0.202
8 C -1.27902 -0.16369 2.11117  0.579
9 O -1.28711 0.58005 1.05958  -0.625
10 C -0.01064 -0.60864 2.66164  0.379
11 O 1.09029 -0.24583 2.09262  -1.359
12 C -0.04102 -1.42038 3.79170  0.566
13 Cl 1.48199 -1.92838 4.44998  -0.254
14 C 1.99931 -2.66223 -4.60294  -1.263
15 Si 2.05768 -1.44083 -3.09408  0.518
16 C 3.70260 -1.96431 -2.23427  -1.166
17 C 2.56472 0.20166 -3.97148  -1.192
18 Si 0.42192 -0.93539 -1.39319  0.190
19 Si -1.59531 -0.79399 -2.69622  0.398
20 C -3.16270 -0.51352 -1.62893  -0.602
21 C -1.49102 0.82984 -3.72947  -1.263
22 C -2.17102 -2.11310 -3.99199  -1.119
23 Si 0.17605 -3.16631 -0.46836  0.444
24 C -1.43277 -3.43862 0.54332  -0.722
25 C 0.20093 -4.72109 -1.62591  -1.161
26 C 1.58625 -3.55108 0.77910  -0.989
27 H 2.92449 -2.68399 -5.17683  0.357
28 H 1.19904 -2.38837 -5.28459  0.320
29 H 1.79657 -3.67553 -4.27041  0.294
30 H 4.59063 -1.80738 -2.84555  0.440
31 H 3.68172 -3.01222 -1.94878  0.305
32 H 3.82070 -1.38747 -1.32219  0.244
33 H 3.51875 0.14697 -4.49340  0.407
34 H 2.63637 0.99414 -3.23308  0.204
35 H 1.81390 0.50518 -4.69549  0.341
36 H -2.96854 0.28067 -0.91388  -0.131
37 H -3.41299 -1.39957 -1.05303  0.244
38 H -4.04677 -0.23342 -2.20141  0.466
39 H -1.20770 1.65130 -3.07576  0.325
40 H -2.42800 1.10164 -4.20997  0.388
41 H -0.73266 0.75546 -4.50307  0.257
42 H -2.39303 -3.05849 -3.50493  0.286
43 H -1.38533 -2.30439 -4.71622  0.235
44 H -3.06065 -1.80961 -4.54027  0.357
45 H -2.31432 -3.39892 -0.09072  0.262
46 H -1.53217 -2.65245 1.28527  0.065
47 H -1.45062 -4.38875 1.07477  0.416
48 H -0.55089 -4.63680 -2.40451  0.258
49 H 0.01177 -5.64421 -1.08152  0.354
50 H 1.16427 -4.81911 -2.11752  0.259
51 H 1.69795 -2.72032 1.46829  0.103
52 H 2.54012 -3.67884 0.27381  0.312
53 H 1.40360 -4.44535 1.37305  0.350
54 C 5.34865 1.45135 -1.34161  -1.152
55 C 4.01332 1.39798 -0.80125  0.434
56 N 2.90456 1.33929 -0.42505  -0.233
57 H 5.34433 1.87921 -2.35017  0.285
58 H 5.73973 0.43424 -1.39955  0.291
59 H 6.00151 2.05444 -0.70531  0.370
60 C 0.46940 5.11197 3.14676  -2.130
61 C 0.22048 3.63742 2.73198  2.714
62 C 0.58749 2.76734 3.95944  -2.094
63 C 1.07059 3.23700 1.52150  -1.384
64 C -1.25408 3.54329 2.37690  -0.445
65 C -2.22683 3.01100 3.20975  0.242
66 C -3.56732 3.03138 2.84531  -0.814
67 C -3.95752 3.59410 1.64506  -0.315
68 C -2.99986 4.13915 0.80727  -0.958
69 C -1.66555 4.11244 1.16983  -0.128
70 H 1.50096 5.23335 3.47856  0.472
71 H -0.19659 5.39025 3.96713  0.414
72 H 0.29166 5.78777 2.31113  0.416
73 H 1.66911 2.80304 4.09503  0.407
74 H 0.29590 1.73106 3.78439  0.611
75 H 0.11736 3.11758 4.88407  0.309
76 H 2.10166 3.61910 1.75426  0.005
77 H -1.95774 2.55610 4.15001  0.237
78 H -4.31390 2.61281 3.50778  0.393
79 H -5.00139 3.60852 1.35820  0.370
80 H -3.29443 4.59856 -0.12913  0.358
81 H -0.91066 4.52661 0.51568  0.469


Entry 2:
C27H42ClN6OPdS | wB97M-V/def2-TZVPD

Values from the calculation:
* <S²>: 2.009
* energy above the lowest of the compared OMol25 structures with the same formula, charge and spin: 84.1 kcal per mole
* HOMO level (alpha / beta): -10.11 / -10.80 eV
* orbital gap (alpha / beta): 8.0 / 6.9 eV
* 2S+1: 3
* net charge: +1

Each line ends with the Mulliken charge.
Positions of all 79 atoms, in Å:
1 Pd 0.34750 0.34578 0.77177  -0.095
2 C 0.03295 4.94999 -2.40126  -1.127
3 N 0.04085 3.49424 -2.54708  0.047
4 C 1.34631 2.88037 -2.38847  -0.674
5 C -1.05415 2.76631 -2.11802  0.246
6 N -0.84288 1.62178 -1.57499  0.033
7 C -1.82214 0.56911 -1.36183  0.520
8 C -2.65642 0.08913 -2.53312  -0.344
9 C -3.34950 -1.05586 -2.54080  -0.875
10 C -3.41335 -2.17669 -1.57109  -0.582
11 C -2.75345 -2.40909 -0.43060  -0.847
12 C -1.84123 -1.39644 0.21911  0.653
13 N -0.86273 -1.66161 1.26146  -0.111
14 C -0.31445 -2.68962 1.79845  0.490
15 N -0.34338 -3.98879 1.40264  0.351
16 C -0.36050 -4.37634 0.00005  -0.726
17 C -0.15077 -5.08891 2.33782  -1.167
18 N 0.38977 -2.44903 2.99786  0.095
19 C 1.83721 -2.60478 2.90661  -0.819
20 C -0.07456 -1.33634 3.78654  -0.853
21 N -2.27149 3.40338 -2.35628  0.265
22 C -3.39452 3.20833 -1.45650  -0.912
23 C -2.63541 3.73361 -3.72924  -1.183
24 H 0.80878 5.37059 -3.03734  0.411
25 H 0.22710 5.25470 -1.36514  0.294
26 H -0.91895 5.37070 -2.70231  0.363
27 H 2.11101 3.60123 -2.66508  0.309
28 H 1.44043 1.99406 -3.01428  0.289
29 H 1.52027 2.56597 -1.35629  0.139
30 H -2.69903 0.72106 -3.41563  0.227
31 H -3.94416 -1.24066 -3.42926  0.401
32 H -4.10809 -2.95167 -1.87720  0.373
33 H -2.97778 -3.31582 0.12333  0.570
34 H -0.47404 -3.50927 -0.63984  0.190
35 H -1.17305 -5.07645 -0.19800  0.315
36 H 0.58343 -4.86668 -0.25752  0.320
37 H -0.34559 -4.76167 3.35294  0.363
38 H 0.86338 -5.49781 2.28535  0.366
39 H -0.84717 -5.88826 2.08240  0.371
40 H 2.08199 -3.56050 2.44434  0.269
41 H 2.26684 -2.59591 3.90920  0.380
42 H 2.30056 -1.81198 2.30678  0.164
43 H -1.15589 -1.38569 3.84524  0.324
44 H 1.17534 0.13443 3.34543  0.137
45 H 0.35019 -1.44759 4.78470  0.354
46 H -3.03832 3.14002 -0.43028  0.315
47 H -4.00294 2.32760 -1.68553  0.323
48 H -4.04069 4.08411 -1.52907  0.325
49 H -1.74148 3.84345 -4.33743  0.400
50 H -3.20033 4.66723 -3.75126  0.365
51 H -3.25954 2.94825 -4.17353  0.313
52 Cl 3.31717 -3.52651 -3.74513  -0.209
53 C 2.05520 -2.66833 -2.93164  0.292
54 C 2.33993 -1.96353 -1.77557  -1.467
55 C 1.31186 -1.30271 -1.12634  0.509
56 C -0.00920 -1.30236 -1.59023  0.956
57 C -1.05792 -0.59220 -0.77967  -3.137
58 C -0.24847 -2.00582 -2.77410  0.585
59 C 0.76648 -2.68307 -3.43531  -1.269
60 H 3.35284 -1.92880 -1.39565  0.507
61 H 1.57928 -0.75414 -0.21456  0.743
62 H -2.53016 -0.70719 0.71386  0.844
63 H -2.53507 0.87938 -0.59355  0.526
64 H -1.23856 -2.04180 -3.19451  0.471
65 H 0.55462 -3.22358 -4.34891  0.468
66 O 0.22379 -0.02336 3.29160  -0.485
67 S 2.75643 1.34050 1.86217  -0.036
68 C 3.77071 1.06487 3.37236  -0.558
69 C 3.73955 2.38975 4.12520  -0.686
70 C 2.32577 2.94181 3.97547  -0.610
71 C 2.01072 2.90591 2.48590  -0.480
72 H 4.76854 0.77636 3.05170  0.484
73 H 3.34427 0.25578 3.96754  0.185
74 H 4.45557 3.08388 3.68178  0.299
75 H 4.01239 2.24310 5.17005  0.359
76 H 2.23538 3.95614 4.36476  0.393
77 H 1.61918 2.30954 4.51985  0.217
78 H 2.48052 3.73055 1.95391  0.473
79 H 0.94325 2.90385 2.28130  0.270


Entry 3:
C27H43BeBrCl3F3KN2O14S3 | wB97M-V/def2-TZVPD

Values from the calculation:
* HOMO level: -3.81 eV
* orbital gap: 1.8 eV
* 2S+1: 1
* net charge: -1

Each line ends with the Mulliken charge.
Positions of all 98 atoms, in Å:
1 C 0.26548 -3.53461 -4.84210  -0.749
2 C 1.30729 -2.61798 -5.72955  -0.199
3 C 0.53126 -1.73778 -6.89042  -0.321
4 Br -1.10763 -0.82796 -6.12378  -0.110
5 N 1.43116 -0.81195 -7.68025  0.226
6 C 0.88993 0.55430 -8.05446  0.315
7 O 0.15329 0.93543 -9.10129  -0.937
8 C 1.49331 1.49488 -6.85493  0.490
9 C 1.00487 2.91838 -6.20461  -0.561
10 C 1.90863 3.51374 -4.94815  -0.412
11 C 3.24419 2.67470 -4.39157  0.622
12 C 4.13691 3.23535 -3.09509  -0.925
13 C 3.42299 2.53055 -1.75693  0.401
14 C 2.87693 3.65336 -0.68886  -0.962
15 F 2.19735 1.77829 -2.22066  -0.289
16 C 3.73123 1.22715 -5.07345  -0.437
17 C 2.80592 0.67736 -6.31045  0.327
18 C 2.87387 -0.67476 -7.23491  0.015
19 O 3.89884 -1.45735 -7.58123  -0.531
20 H 0.73054 -4.61564 -4.70649  0.313
21 H -0.79851 -3.66070 -5.31591  0.303
22 H 0.19690 -3.06273 -3.76449  0.065
23 H 1.89720 -1.94086 -4.94585  0.200
24 H 2.07755 -3.33172 -6.29760  0.318
25 H 0.11292 -2.53696 -7.67240  0.283
26 H 0.03441 3.42961 -6.63376  0.231
27 H 1.54387 4.51610 -4.46315  0.294
28 H 5.24244 2.82716 -3.27177  0.322
29 H 4.13043 4.41259 -3.03449  0.342
30 H 4.12153 1.70489 -1.27886  0.268
31 H 2.63425 3.09504 0.31082  0.208
32 H 3.73890 4.42740 -0.48282  0.317
33 H 1.93124 4.16139 -1.19533  0.247
34 H 4.66608 0.61808 -4.71761  0.325
35 K -1.59466 1.09323 -9.64395  0.966
36 O -2.29159 -3.97465 -1.72868  -0.662
37 C -2.00946 -2.97056 -1.07717  0.690
38 O -0.71882 -2.60736 -0.90582  -0.316
39 C -0.29085 -1.36104 -0.32647  -0.747
40 C -0.25156 -1.45154 1.18587  -0.685
41 C -3.08338 -2.18397 -0.38547  -0.960
42 H -0.90577 -0.52837 -0.68388  0.366
43 H 0.72212 -1.17822 -0.70096  0.543
44 H -1.24144 -1.65060 1.60336  0.349
45 H 0.12677 -0.52135 1.61889  -0.015
46 H 0.39566 -2.27645 1.50215  0.395
47 H -3.31951 -2.66064 0.56891  0.243
48 H -3.97559 -2.18269 -1.01995  0.283
49 H -2.82684 -1.13899 -0.22100  0.383
50 Cl 2.05786 -2.32048 0.66065  -0.537
51 Be 2.45884 -0.09328 1.77244  0.505
52 C -0.33331 -3.20226 6.19584  -1.029
53 S 0.55247 -3.20537 4.61923  0.654
54 O 0.03815 -2.05145 3.81036  -0.501
55 C -0.21676 -4.70947 3.96993  -1.007
56 H -0.03344 -2.31537 6.76011  0.313
57 H -1.41177 -3.17050 6.02084  0.387
58 H -0.07132 -4.09685 6.76592  0.472
59 H -1.30177 -4.58684 3.92940  0.348
60 H 0.04184 -5.55613 4.61007  0.368
61 H 0.16646 -4.88683 2.96280  0.339
62 Cl 2.57919 -3.87349 6.34573  -0.402
63 Cl -5.29882 -1.52573 0.00415  -0.758
64 N 4.09941 1.01287 6.95319  -0.200
65 S 4.47082 1.02371 8.47952  1.098
66 O 5.56570 0.16128 8.91098  -0.618
67 O 3.38906 1.21205 9.43901  -0.619
68 F 5.18304 2.45641 8.56869  -0.269
69 S 3.42506 -0.34397 6.53385  0.955
70 O 3.35472 -0.54405 5.08660  -0.532
71 O 2.23249 -0.77391 7.25368  -0.507
72 F 4.49657 -1.45163 6.94460  -0.256
73 C 5.86352 4.70577 6.63249  -0.543
74 O 5.27630 5.66444 5.75479  -0.329
75 C 4.47049 6.56565 6.37100  0.751
76 O 4.22604 6.60946 7.56651  -0.541
77 O 3.98376 7.40973 5.42658  -0.307
78 C 3.11329 8.41908 5.93423  -0.616
79 H 6.48697 4.03637 6.03345  0.253
80 H 6.50126 5.19966 7.37267  0.285
81 H 5.08957 4.10747 7.12405  0.272
82 H 3.64114 9.06150 6.64642  0.281
83 H 2.22938 7.96926 6.39784  0.292
84 H 2.78425 9.03586 5.09330  0.209
85 O -11.67471 -1.01708 -3.73128  -0.612
86 C -10.96447 -1.61519 -2.92501  0.715
87 O -9.67282 -1.25561 -2.75369  -0.342
88 C -8.81535 -1.76032 -1.71343  -0.265
89 C -8.18075 -3.07400 -2.12387  -0.868
90 C -11.49003 -2.81006 -2.18569  -0.873
91 H -9.35026 -1.82928 -0.76038  0.296
92 H -8.02880 -1.01140 -1.57119  0.207
93 H -8.93226 -3.84875 -2.29352  0.308
94 H -7.48793 -3.42553 -1.35424  0.298
95 H -7.63229 -2.95550 -3.06437  0.256
96 H -11.40298 -3.69344 -2.82276  0.225
97 H -12.54501 -2.63595 -1.95051  0.292
98 H -10.99345 -2.99242 -1.23438  0.325


Let's list maximum force in order: 3.67; 1.22; 15.50 eV Å⁻¹.
Let's list DFT total energy in order: -147397.98158; -66496.25231; -225313.21332 eV.